Entry 1:
The following is a DFT calculation (ωB97M-V/def2-TZVPD) of C8H8 in the gas phase at a distorted geometry.

- calculated total energy (Eh) = -309.32095
- HOMO energy (hartree) = -0.34592

ORCA input file:
```
! RIJCOSX wB97M-V def2-TZVPD def2/J DEFGRID3
* xyz 0 1
C 2.312 -0.662 0.647
C 1.097 -0.151 0.851
C 2.766 -0.568 -0.483
C 0.519 0.967 0.151
C 0.688 2.075 -0.513
C -0.273 -0.283 0.311
C -1.490 -0.342 1.229
C -0.398 -1.100 -0.991
H 1.492 2.790 -0.610
H -0.129 2.334 -1.250
H -1.404 0.339 2.118
H -1.639 -1.331 1.623
H -2.450 -0.209 0.798
H -0.748 -2.121 -0.729
H 0.730 -1.106 -1.316
H -1.073 -0.634 -1.834
*
```


Entry 2:
The following is a DFT calculation (ωB97M-V/def2-TZVPD) of C3H3NO2 in the gas phase at a distorted geometry.

- structure (SMILES) = N#CCC(=O)O
- calculated total energy (Eh) = -321.31562
- HOMO energy (hartree) = -0.41437

ORCA input file:
```
! RIJCOSX wB97M-V def2-TZVPD def2/J DEFGRID3
* xyz 0 1
N -0.329 1.858 -1.887
C -0.235 1.358 -0.861
C -0.276 0.615 0.400
C 0.510 -0.707 0.382
O 1.602 -0.820 0.719
O -0.211 -1.613 -0.282
H -1.320 0.464 0.928
H -0.036 1.221 1.083
H 0.296 -2.377 -0.481
*
```


Entry 3:
The following is a DFT calculation (ωB97M-V/def2-TZVPD) of 3 unconnected molecules or ions with the total composition C5H12O2 at a distorted geometry.

- structure (SMILES) = C=CCC=C.O.O
- calculated total energy (Eh) = -348.02715
- HOMO energy (hartree) = -0.32828

ORCA input file:
```
! RIJCOSX wB97M-V def2-TZVPD def2/J DEFGRID3
* xyz 0 1
C 1.377 1.002 2.308
C 0.547 1.387 1.335
C 1.063 2.058 -0.061
C 1.691 0.938 -0.836
C 1.081 -0.105 -1.372
H 1.043 0.164 2.850
H 2.218 1.671 2.714
H -0.585 1.197 1.192
H 0.197 2.627 -0.424
H 1.750 2.816 0.203
H 2.771 0.871 -0.819
H 1.407 -1.118 -1.431
H 0.235 0.051 -2.192
O -2.778 -6.960 0.084
H -2.172 -6.425 0.645
H -3.614 -6.548 -0.106
O -2.088 2.392 -1.133
H -2.809 2.232 -1.779
H -1.333 1.749 -1.177
*
```


Listing LUMO energy for the structures above in their given order: -1.403, 0.434, 0.818 eV.
Listing gap between HOMO and LUMO for the structures above in their given order: 8.0, 11.7, 9.8 eV.
Listing relative energy (zero: lowest compared OMol25 entry of this formula, charge and spin) for the structures above in their given order: 768.9, 162.9, 466.5 kJ/mol.